[1]
# C18H13Cl3CoN2O10P2

C18H13Cl3CoN2O10P2 as an isolated structure (the ωB97M-V functional and the def2-TZVPD basis, the Open Molecules 2025 dataset).

Atoms and positions in Å:
1 Co 0.1561 -0.6841 0.6522
2 Cl 0.6957 -4.2030 -5.4680
3 C 0.3166 -3.6122 -3.8609
4 C 0.0920 -4.5294 -2.8261
5 C -0.2330 -4.0899 -1.5716
6 C -0.3132 -2.7014 -1.2344
7 O -0.6286 -2.3662 -0.0469
8 C -0.0890 -1.7955 -2.3280
9 C -0.3650 -0.3979 -2.1787
10 N -0.5205 0.1598 -1.0287
11 C -1.0672 1.4352 -0.8604
12 C -1.0611 2.4654 -1.7663
13 C -1.6830 3.6897 -1.4512
14 C -2.3061 3.8773 -0.2458
15 C -2.3171 2.8370 0.7145
16 C -2.9040 2.9551 2.0003
17 C -2.8338 1.9072 2.8710
18 C -2.1711 0.7236 2.4641
19 N -1.6383 0.5848 1.2812
20 C -1.6962 1.6191 0.4073
21 C 0.2045 -2.2704 -3.6168
22 H 0.1824 -5.5884 -3.0322
23 H -0.3975 -4.7891 -0.7633
24 H -0.5562 0.1549 -3.1006
25 H -0.5329 2.3684 -2.7044
26 H -1.6389 4.4965 -2.1713
27 H -2.7677 4.8257 0.0026
28 H -3.3815 3.8883 2.2782
29 H -3.2410 1.9691 3.8706
30 H -2.0502 -0.1111 3.1428
31 H 0.3383 -1.5581 -4.4235
32 O 1.8980 2.0382 -1.0497
33 P 2.2478 1.7141 0.5046
34 O 2.7639 2.9238 1.1640
35 O 1.0548 1.0188 1.1289
36 O 3.4360 0.6227 0.3084
37 P 3.3435 -0.7989 -0.4480
38 O 3.2133 -0.1790 -1.9997
39 O 4.6131 -1.5338 -0.3304
40 O 2.0204 -1.4403 -0.1727
41 H 2.2815 1.3539 -1.6256
42 H 2.9685 -0.9039 -2.5864
43 Cl -0.9432 -1.5278 5.4309
44 C 0.5226 -0.6616 4.8245
45 Cl 0.1619 1.0655 4.6397
46 C 1.0680 -1.2719 3.4916
47 O 2.2637 -1.5317 3.5450
48 O 0.2305 -1.3893 2.5589
49 H 1.2630 -0.7592 5.6101

Results
E_HOMO (spin up / spin down) ... -2.461 / -2.423 eV
Multiplicity ... 2
Gap between HOMO and LUMO (spin up / spin down) ... 6.7 / 6.6 eV
Total charge ... -2
Molecular weight ... 644.546 g mol⁻¹
Relative energy (zero: lowest compared OMol25 entry of this formula, charge and spin) ... 23.24 kcal per mole
Calculated total energy ... -5002.183491 hartree
LUMO level (spin up / spin down) ... 4.195 / 4.195 eV

---

[2]
# C18H13Cl3N4O8ReS2

C18H13Cl3N4O8ReS2 as an isolated structure (the ωB97M-V functional and the def2-TZVPD basis, the Open Molecules 2025 dataset).

Atoms and positions in Å:
1 Re 0.4848 -0.2658 -0.2719
2 O -4.7525 -0.2396 -4.9208
3 C -3.7436 0.7432 -4.9828
4 C -2.7099 0.4640 -3.9292
5 C -1.5777 1.2604 -3.8338
6 C -0.6482 1.0080 -2.8491
7 N -0.7977 0.0027 -1.9727
8 C -1.8932 -0.7780 -2.0558
9 C -2.8621 -0.5755 -3.0247
10 C -1.9768 -1.8598 -1.0537
11 C -2.9684 -2.8270 -1.0456
12 C -2.9229 -3.8340 -0.0922
13 C -3.9766 -4.9148 -0.0592
14 O -5.1764 -4.5472 -0.7010
15 C -1.8635 -3.8440 0.8065
16 C -0.9101 -2.8504 0.7406
17 N -0.9797 -1.8639 -0.1579
18 H -5.4271 -0.0404 -5.5761
19 H -4.1499 1.7461 -4.8025
20 H -3.2518 0.7517 -5.9627
21 H -1.4059 2.0858 -4.5111
22 H 0.2381 1.6110 -2.7316
23 H -3.7358 -1.2041 -3.0787
24 H -3.7726 -2.8181 -1.7650
25 H -4.1466 -5.2276 0.9761
26 H -3.5958 -5.7861 -0.5981
27 H -5.6613 -3.9397 -0.1325
28 H -1.7754 -4.6084 1.5662
29 H -0.0695 -2.8138 1.4181
30 O 1.2597 -1.3169 3.7929
31 Cl 0.5430 -0.4018 2.9909
32 O 0.6180 0.9306 3.4618
33 O -0.7941 -0.8186 2.7368
34 O 1.3044 -0.4237 1.6234
35 S 1.8721 -1.8460 -1.0702
36 C 3.3568 -1.0556 -1.4306
37 C 4.4524 -1.8567 -1.8730
38 N 5.3175 -2.5127 -2.2496
39 C 3.4373 0.3062 -1.3431
40 S 2.0718 1.2662 -0.9462
41 C 4.6463 0.9892 -1.6899
42 N 5.6084 1.5476 -1.9758
43 Cl -3.5344 2.5177 1.1630
44 C -1.8155 2.8690 1.5037
45 Cl -1.5381 4.5922 1.6883
46 C -1.0019 2.2756 0.3506
47 O -0.6471 2.8910 -0.6256
48 O -0.7933 1.0056 0.5600
49 H -1.5708 2.3695 2.4351

Results
E_HOMO (spin up / spin down) ... -8.741 / -8.742 eV
Multiplicity ... 2
Gap between HOMO and LUMO (spin up / spin down) ... 6.5 / 6.7 eV
Total charge ... 0
Molecular weight ... 770.022 g mol⁻¹
Relative energy (zero: lowest compared OMol25 entry of this formula, charge and spin) ... 7.99 kcal per mole
Calculated total energy ... -3769.707345 hartree
LUMO level (spin up / spin down) ... -2.255 / -2.039 eV

---

[3]
# C18H13ClFN5O2

C18H13ClFN5O2 in the gas phase (the ωB97M-V functional and the def2-TZVPD basis, the Open Molecules 2025 dataset).

Atoms and positions in Å:
1 C -7.4206 -0.6142 0.1151
2 O -6.3009 0.2350 0.1951
3 C -5.0752 -0.2721 -0.0912
4 C -4.8229 -1.5891 -0.4669
5 C -3.5247 -1.9920 -0.7354
6 C -2.4640 -1.1133 -0.6393
7 C -2.7230 0.2014 -0.2635
8 N -1.6796 1.1288 -0.1535
9 N -1.9061 2.4067 0.2199
10 N -0.8251 3.0625 0.2511
11 C 0.1953 2.2441 -0.1040
12 C 1.6083 2.4763 -0.2275
13 O 2.2434 3.4870 -0.0565
14 N 2.2639 1.2745 -0.6278
15 C 3.7105 1.3285 -0.7528
16 C 4.4022 0.2802 0.0734
17 C 4.0093 0.0204 1.3852
18 F 2.9824 0.7176 1.9056
19 C 4.6211 -0.9292 2.1808
20 C 5.6774 -1.6554 1.6610
21 C 6.1042 -1.4278 0.3656
22 C 5.4701 -0.4719 -0.4139
23 Cl 6.0424 -0.2227 -2.0266
24 C 1.6218 0.1114 -0.8651
25 N 0.3556 -0.1063 -0.7636
26 C -0.3506 0.9802 -0.3703
27 C -4.0130 0.6251 0.0095
28 H -8.2764 0.0031 0.3831
29 H -7.3435 -1.4493 0.8186
30 H -7.5595 -1.0029 -0.8988
31 H -5.6238 -2.3057 -0.5533
32 H -3.3412 -3.0155 -1.0256
33 H -1.4553 -1.4273 -0.8481
34 H 3.9941 1.2236 -1.8036
35 H 3.9972 2.3324 -0.4112
36 H 4.2675 -1.0806 3.1877
37 H 6.1701 -2.3991 2.2666
38 H 6.9274 -1.9880 -0.0478
39 H 2.2411 -0.7218 -1.1716
40 H -4.2001 1.6453 0.2997

Results
E_HOMO ... -8.726 eV
Gap between HOMO and LUMO ... 9.0 eV
Total charge ... 0
Molecular weight ... 385.786 g mol⁻¹
Calculated total energy ... -1678.044034 hartree
SMILES ... COc1cccc(-n2nnc3c(=O)n(Cc4c(F)cccc4Cl)cnc32)c1
LUMO level ... 0.245 eV

---

[4]
# C18H13ClN3O5W

C18H13ClN3O5W as an isolated structure (the ωB97M-V functional and the def2-TZVPD basis, the Open Molecules 2025 dataset).

Atoms and positions in Å:
1 W 0.4771 1.2797 -0.3014
2 Cl -1.6865 -2.6849 -5.9917
3 C -1.1163 -1.5428 -4.8337
4 C -0.4569 -0.3878 -5.2676
5 C -0.0142 0.5359 -4.3443
6 C -0.2003 0.3153 -2.9862
7 O 0.1773 1.2311 -2.1074
8 C -0.8410 -0.8672 -2.5243
9 C -1.0440 -1.1793 -1.1516
10 N -0.5201 -0.5411 -0.1308
11 C -0.7914 -0.9191 1.2051
12 C -1.4515 -2.0546 1.6271
13 C -1.6444 -2.3042 2.9917
14 C -1.1565 -1.4569 3.9507
15 C -0.4388 -0.3068 3.5670
16 C 0.1668 0.5821 4.4810
17 C 0.8501 1.6734 4.0135
18 C 0.9157 1.9118 2.6420
19 N 0.3771 1.0845 1.7460
20 C -0.2836 -0.0328 2.1932
21 C -1.3137 -1.7742 -3.4961
22 H -0.3077 -0.2192 -6.3249
23 H 0.4770 1.4475 -4.6564
24 H -1.6717 -2.0394 -0.9428
25 H -1.8208 -2.7781 0.9133
26 H -2.1786 -3.1955 3.2911
27 H -1.3092 -1.6564 5.0030
28 H 0.0880 0.3860 5.5426
29 H 1.3231 2.3671 4.6934
30 H 1.4096 2.7831 2.2337
31 H -1.8255 -2.6764 -3.1842
32 C 3.5837 -0.2970 -0.2147
33 C 2.3503 0.5141 -0.3174
34 O 2.3949 1.8044 -0.2517
35 H 4.4624 0.3395 -0.1417
36 H 3.6587 -0.9578 -1.0794
37 H 3.5147 -0.9467 0.6610
38 O -1.4693 1.9655 -0.1029
39 N -1.0835 3.1976 -0.1306
40 O -1.8043 4.1315 -0.0823
41 O 0.2031 3.2680 -0.1914

Results
E_HOMO (spin up / spin down) ... -10.334 / -10.191 eV
Gap between HOMO and LUMO (spin up / spin down) ... 5.8 / 5.6 eV
Total charge ... +1
Molecular weight ... 570.611 g mol⁻¹
Relative energy (zero: lowest compared OMol25 entry of this formula, charge and spin) ... 9.86 kcal per mole
Calculated total energy ... -1761.189864 hartree
LUMO level (spin up / spin down) ... -4.520 / -4.550 eV

---

[5]
# C18H13F5N5O2Re

C18H13F5N5O2Re as an isolated structure (the ωB97M-V functional and the def2-TZVPD basis, the Open Molecules 2025 dataset).

Atoms and positions in Å:
1 Re -1.3208 -0.4198 -1.4128
2 C -2.2405 -3.3378 2.2301
3 O -2.8727 -3.3813 0.8814
4 C -2.5572 -2.6108 -0.0573
5 O -1.6289 -1.6996 0.0366
6 N -3.1987 -2.7452 -1.2179
7 N -2.8721 -1.8467 -2.2570
8 H -2.5035 -4.2919 2.6684
9 H -2.6884 -2.5132 2.7753
10 H -1.1674 -3.2318 2.1128
11 H -3.9420 -3.4277 -1.3391
12 H -3.7270 -1.3723 -2.5567
13 H -2.5352 -2.3894 -3.0594
14 F -1.2062 1.2328 -3.0814
15 C -2.3239 1.7984 -2.4727
16 C -2.7088 0.9727 -1.4244
17 C -3.8642 1.2749 -0.6921
18 F -4.2522 0.4555 0.2678
19 C -4.5658 2.4180 -1.0002
20 F -5.6405 2.7479 -0.3416
21 C -4.1176 3.2434 -2.0572
22 F -4.7844 4.3090 -2.3416
23 C -2.9687 2.9333 -2.8346
24 F -2.5994 3.7000 -3.8219
25 N 7.7162 -0.6385 4.1145
26 C 6.8095 -0.4154 3.4467
27 C 5.6718 -0.1411 2.6096
28 C 5.8597 0.1318 1.2557
29 C 4.7678 0.3865 0.4470
30 C 3.5035 0.3656 1.0105
31 C 3.2991 0.1114 2.3561
32 C 4.3938 -0.1475 3.1602
33 N 2.3596 0.6295 0.1655
34 C 2.2296 1.7018 -0.7079
35 C 1.0180 1.6026 -1.2893
36 N 0.3912 0.4563 -0.7756
37 C 1.2636 -0.0954 0.1072
38 H 6.8591 0.1351 0.8432
39 H 4.9024 0.5766 -0.6109
40 H 2.3037 0.1577 2.7826
41 H 4.2666 -0.3373 4.2167
42 H 3.0051 2.4436 -0.8092
43 H 0.5568 2.2537 -2.0077
44 H 1.1090 -0.9952 0.6808

Results
E_HOMO (spin up / spin down) ... -16.744 / -16.737 eV
Multiplicity ... 4
Gap between HOMO and LUMO (spin up / spin down) ... 5.3 / 3.8 eV
Total charge ... +3
Molecular weight ... 612.532 g mol⁻¹
Calculated total energy ... -1694.406786 hartree
LUMO level (spin up / spin down) ... -11.449 / -12.933 eV

---

no.,maximum force (eV/Å)
1,0.8
2,1.0
3,1.4
4,5.9
5,0.5